No. 1
Below is a 30-piece molecular cluster, C27H82ClF3I2N2O31S overall, with properties calculated with wB97M-V/def2-TZVPD.

Last column: Mulliken charge in e.
Atoms and positions in Å:
C -1.616 3.253 0.996  -0.63
C -2.956 2.815 1.837  -0.33
I -4.608 2.479 0.394  -0.01
C -2.741 1.565 2.875  -0.70
C -1.298 0.795 2.726  0.45
C -0.159 1.080 3.897  -1.47
C 1.328 0.324 3.880  0.74
C 2.372 0.695 5.087  0.29
C 3.100 -0.588 5.801  0.29
O 2.499 -1.635 6.371  -0.60
I 5.327 -0.553 5.841  0.02
C 1.595 -0.703 2.630  -0.04
C 3.047 -1.510 2.521  0.12
C 3.066 -3.098 3.003  -0.07
C 4.609 -3.732 2.877  -0.44
C 5.747 -2.708 2.323  -0.22
N 5.659 -1.293 1.862  -0.48
C 4.311 -0.661 1.950  -0.23
C 0.437 -0.986 1.458  -0.14
C -1.022 -0.253 1.450  0.06
N -2.158 -0.418 0.493  0.41
C -1.919 -1.332 -0.665  -0.22
C -3.165 -1.433 -1.779  -0.74
C -3.079 -2.415 -3.115  0.86
C -4.366 -2.382 -4.143  -0.98
O -4.375 -1.073 -4.816  -0.28
C -3.641 -1.092 -6.091  0.79
F -2.176 -1.312 -5.959  -0.24
F -3.793 0.284 -6.695  -0.28
F -4.231 -2.023 -7.115  -0.26
C -1.778 -3.385 -3.422  0.69
C -1.615 -4.390 -4.712  -0.35
C -2.180 -5.911 -4.480  -0.66
C -3.560 -6.014 -3.600  -0.13
Cl -3.245 -6.123 -1.742  -0.23
C -0.530 -3.275 -2.322  -0.91
C -0.618 -2.262 -0.996  0.39
S 0.869 -2.226 0.131  -0.17
H -1.976 4.048 0.185  0.31
H -1.130 2.377 0.388  0.18
H -0.872 3.832 1.698  0.10
H -3.289 3.748 2.501  0.38
H -3.576 0.757 2.608  0.20
H -2.971 1.956 3.964  0.31
H -0.429 1.841 4.746  0.45
H 1.724 1.226 5.935  -0.04
H 3.147 1.487 4.682  0.26
H 2.143 -3.691 3.409  0.40
H 4.834 -4.859 3.186  0.32
H 6.846 -3.179 2.280  0.27
H 4.184 0.465 1.628  0.27
H -3.067 -0.608 0.969  0.27
H -4.138 -0.767 -1.612  0.32
H -4.386 -3.283 -4.889  0.34
H -5.368 -2.449 -3.506  0.35
H -0.443 -4.494 -4.899  0.10
H -2.079 -3.867 -5.658  0.02
H -1.390 -6.659 -4.011  0.31
H -2.417 -6.347 -5.566  0.27
H -4.062 -7.061 -3.879  0.32
H -4.363 -5.194 -3.833  0.05
H 0.409 -3.949 -2.512  0.22
O -0.211 -2.706 -8.032  -0.31
H -0.878 -2.165 -7.584  0.14
H -0.730 -3.295 -8.600  0.23
O -4.670 6.052 0.081  -0.65
H -4.935 6.271 -0.825  0.30
H -4.961 5.135 0.196  0.18
O 1.829 -5.002 -8.415  -0.62
H 1.303 -4.197 -8.295  0.28
H 1.802 -5.158 -9.371  0.31
O -0.442 -6.890 -6.464  -0.56
H -0.302 -7.026 -7.413  0.28
H 0.441 -6.680 -6.124  0.28
O 2.756 -0.769 9.549  -0.63
H 2.230 0.036 9.668  0.32
H 2.729 -0.926 8.593  0.29
O 1.512 -0.015 -8.409  -0.55
H 0.837 0.609 -8.103  0.30
H 1.103 -0.884 -8.282  0.27
O -5.962 -7.739 -5.220  -0.59
H -6.248 -8.526 -5.709  0.29
H -6.790 -7.289 -4.996  0.30
O 2.845 -4.612 5.598  -0.56
H 3.423 -3.862 5.806  0.26
H 2.433 -4.832 6.447  0.29
O 7.059 2.420 4.939  -0.60
H 6.690 1.538 4.779  0.19
H 7.960 2.245 5.248  0.31
O -5.751 -0.655 -0.311  -0.46
H -6.293 -1.455 -0.376  0.25
H -6.369 0.064 -0.513  0.24
O 5.709 0.527 9.669  -0.63
H 5.146 -0.030 9.111  0.31
H 5.470 0.270 10.573  0.31
O -2.801 8.441 0.443  -0.60
H -3.343 7.641 0.378  0.36
H -3.419 9.160 0.241  0.32
O -3.828 10.890 -0.599  -0.61
H -4.658 11.381 -0.506  0.27
H -3.298 11.439 -1.197  0.33
O -0.753 -3.587 -10.679  -0.66
H -1.584 -3.097 -10.586  0.31
H -0.223 -3.039 -11.277  0.33
O 9.975 1.686 4.006  -0.59
H 10.115 1.551 3.056  0.31
H 10.858 1.897 4.345  0.31
O -1.772 12.484 -0.419  -0.66
H -1.800 13.094 0.332  0.31
H -1.277 11.721 -0.083  0.34
O -0.899 6.027 2.482  -0.50
H -0.818 6.730 1.820  0.26
H -1.186 6.492 3.283  0.27
O 4.367 1.632 -9.525  -0.63
H 3.691 2.256 -9.219  0.30
H 3.958 0.763 -9.397  0.32
O -7.509 -2.417 1.075  -0.66
H -7.538 -1.806 1.827  0.32
H -7.014 -3.179 1.411  0.33
O 2.649 -2.922 -5.886  -0.61
H 1.773 -2.818 -6.286  0.20
H 3.245 -3.002 -6.646  0.35
O -0.245 2.502 6.491  -0.58
H 0.333 3.251 6.699  0.26
H -0.657 2.281 7.340  0.22
O 2.483 -5.493 8.513  -0.62
H 2.454 -4.882 9.265  0.31
H 2.978 -6.255 8.850  0.30
O -0.645 7.941 4.898  -0.63
H 0.299 8.129 4.786  0.33
H -0.903 8.480 5.661  0.30
O 0.636 -1.138 -4.659  -0.42
H -0.240 -1.035 -5.059  0.29
H 1.232 -1.219 -5.419  0.17
O 1.796 2.518 8.678  -0.59
H 2.740 2.707 8.566  0.32
H 1.538 3.058 9.440  0.28
O 4.103 0.155 -5.640  -0.61
H 3.427 0.778 -5.334  0.29
H 3.694 -0.714 -5.513  0.34
O 0.365 9.855 2.490  -0.64
H -0.198 9.298 1.932  0.33
H 0.126 9.598 3.394  0.31
O -0.245 -5.139 3.000  -0.64
H -0.163 -4.436 2.338  0.31
H -0.532 -4.674 3.800  0.32
O 2.829 3.553 3.306  -0.61
H 2.969 3.418 2.357  0.30
H 3.712 3.764 3.645  0.30

Values from the calculation:
spin multiplicity: 1
gap between HOMO and LUMO: 6.54 eV


No. 2
Below is a 15-piece molecular cluster, C27H84O15 overall, with properties calculated with wB97M-V/def2-TZVPD.

Last column: Mulliken charge in e.
Atoms and positions in Å:
C 0.411 0.764 4.898  -1.17
C 0.321 2.229 4.265  1.78
C -1.092 2.733 4.284  -0.94
O 1.113 3.096 4.931  -0.64
H 1.448 0.542 5.151  0.39
H -0.001 -0.034 4.282  -0.13
H -0.115 0.727 5.852  0.51
H 0.566 2.225 3.203  -0.68
H -1.102 3.725 3.832  0.41
H -1.550 2.866 5.264  0.43
H -1.731 2.096 3.672  -0.29
H 0.791 3.933 4.590  0.43
C 2.830 -0.891 3.179  -1.18
C 3.622 -1.068 1.943  1.53
C 4.779 -2.029 2.095  -1.63
O 2.782 -1.553 0.940  -0.48
H 3.382 -0.354 3.950  0.54
H 2.528 -1.856 3.587  0.46
H 1.925 -0.345 2.913  -0.23
H 3.974 -0.084 1.635  -0.43
H 4.407 -3.021 2.355  0.31
H 5.628 -1.722 2.705  0.40
H 5.294 -2.106 1.138  0.35
H 3.308 -1.806 0.178  -0.01
C 1.952 -5.871 0.255  -1.34
C 1.696 -5.182 -1.095  1.76
C 1.970 -6.217 -2.265  -1.55
O 0.362 -4.709 -1.287  -0.72
H 2.893 -6.411 0.362  0.41
H 1.208 -6.643 0.449  0.35
H 2.005 -5.140 1.062  0.15
H 2.341 -4.313 -1.225  -0.57
H 2.965 -6.630 -2.098  0.40
H 1.868 -5.681 -3.209  0.42
H 1.204 -6.990 -2.224  0.37
H 0.296 -4.088 -0.558  0.28
C -4.946 0.710 -4.182  -1.48
C -3.998 0.591 -2.963  1.00
C -4.704 0.207 -1.673  -0.80
O -2.965 -0.375 -3.234  -0.63
H -5.597 1.580 -4.097  0.41
H -5.454 -0.192 -4.525  0.34
H -4.341 0.992 -5.043  0.29
H -3.520 1.553 -2.774  -0.02
H -5.389 0.977 -1.318  0.34
H -3.957 0.086 -0.889  -0.12
H -5.289 -0.713 -1.689  0.39
H -2.398 -0.529 -2.475  0.19
C -0.761 0.670 0.728  0.63
C -0.707 0.570 -0.811  0.98
C 0.578 0.730 -1.536  -0.07
O -1.247 -0.731 -1.112  0.12
H -0.542 1.706 0.988  0.01
H -0.109 -0.023 1.260  -0.28
H -1.794 0.507 1.034  -0.72
H -1.356 1.305 -1.288  0.07
H 1.332 0.039 -1.159  -0.67
H 1.033 1.717 -1.451  0.19
H 0.369 0.481 -2.576  -0.02
H -0.787 -1.311 -0.501  -0.18
C 3.707 2.156 -0.326  -0.92
C 4.010 2.908 0.942  0.35
C 2.865 2.903 1.837  -0.65
O 5.214 2.304 1.489  -0.59
H 3.089 1.284 -0.108  -0.04
H 4.513 1.795 -0.965  0.54
H 3.101 2.706 -1.046  0.13
H 4.303 3.913 0.636  0.35
H 2.869 1.955 2.375  0.09
H 1.933 3.008 1.281  -0.13
H 2.935 3.733 2.540  0.45
H 5.762 2.088 0.731  0.36
C -3.655 2.880 1.164  0.21
O -5.036 3.039 1.519  -0.59
H -3.513 2.683 0.101  0.04
H -3.108 3.811 1.315  0.22
H -3.228 2.016 1.674  -0.17
H -5.580 3.205 0.746  0.31
C -1.436 1.074 -5.978  -0.41
O -1.809 -0.290 -5.879  -0.57
H -2.360 1.617 -6.177  0.27
H -0.917 1.361 -5.063  -0.05
H -0.780 1.285 -6.822  0.32
H -2.300 -0.368 -5.058  0.44
C -3.384 -0.283 4.332  -0.07
O -3.828 0.642 5.270  -0.57
H -2.310 -0.431 4.436  0.02
H -3.908 -1.229 4.463  0.43
H -3.544 -0.007 3.290  -0.17
H -3.941 1.458 4.776  0.36
C -0.473 5.213 0.224  -0.26
O -0.915 5.958 1.443  -0.54
H -0.877 4.201 0.204  -0.06
H -0.861 5.715 -0.663  0.40
H 0.611 5.121 0.281  0.18
H -1.759 6.385 1.279  0.27
C 3.900 -2.154 -2.627  -0.62
O 4.012 -2.386 -1.223  -0.47
H 3.545 -3.059 -3.119  0.25
H 3.244 -1.314 -2.857  0.11
H 4.877 -1.817 -2.975  0.40
H 4.721 -3.033 -1.183  0.20
C 0.325 -2.233 -3.723  -0.10
O 0.579 -3.638 -3.899  -0.58
H -0.716 -2.037 -3.465  0.12
H 0.967 -1.823 -2.943  -0.10
H 0.512 -1.747 -4.681  0.29
H 0.282 -4.039 -3.079  0.36
C -0.175 -3.173 2.011  -0.91
O 0.283 -2.643 0.794  0.43
H -1.025 -3.851 1.937  0.39
H 0.619 -3.735 2.503  0.31
H -0.546 -2.431 2.718  0.16
H 1.197 -2.367 0.893  0.20
C 1.127 3.815 -3.675  -0.27
O 0.320 4.448 -2.613  -0.42
H 1.352 4.404 -4.564  0.35
H 2.120 3.557 -3.309  0.20
H 0.629 2.935 -4.082  -0.14
H -0.607 4.387 -2.857  0.29
C -3.876 -2.057 1.055  0.17
O -4.444 -2.699 2.228  -0.57
H -2.937 -2.576 0.862  -0.07
H -4.549 -2.130 0.200  0.26
H -3.660 -1.003 1.232  -0.17
H -5.195 -2.148 2.458  0.33

Values from the calculation:
spin multiplicity: 1
gap between HOMO and LUMO: 9.65 eV


no.,LUMO level (hartree),HOMO (hartree)
1,-0.0101,-0.2503
2,0.0025,-0.3521